1.
Formula: C31H41N4O21V
Source: the Open Molecules 2025 dataset
Level of theory: wB97M-V/def2-TZVPD

- LUMO level (eV) = -2.46
- orbital gap (hartree) = 0.2473
- energy above the lowest of the compared OMol25 structures with the same formula, charge and spin (kcal per mole) = 38.6

The geometry in ORCA input format:
```
! wB97M-V def2-TZVPD RIJCOSX def2/J DEFGRID3
* xyz 0 1
O -1.663 -0.018 3.789
V -0.917 1.109 2.827
O -0.846 2.511 3.567
O -0.286 0.288 -1.115
C -0.199 0.665 0.168
O -0.194 -0.196 1.065
O -0.249 1.838 0.539
H -0.345 -0.653 -0.935
C 1.981 -0.102 4.273
O 0.974 0.491 3.767
N 3.079 -0.440 3.552
C 3.289 -0.202 2.147
C 4.273 -0.993 4.239
H 2.050 -0.519 5.290
H 2.429 0.377 1.811
H 3.392 -1.124 1.574
H 4.167 0.339 1.795
H 3.956 -1.441 5.181
H 4.842 -1.696 3.630
H 4.983 -0.200 4.475
C -5.997 -0.754 -0.802
O -6.085 0.469 -0.645
N -4.863 -1.466 -0.625
C -4.949 -2.913 -0.780
C -3.548 -0.942 -0.289
H -6.806 -1.383 -1.204
H -4.645 -3.478 0.101
H -4.429 -3.297 -1.657
H -5.966 -3.304 -0.787
H -3.466 0.085 -0.644
H -3.525 -0.843 0.796
H -2.806 -1.645 -0.668
C -3.591 2.121 1.274
O -3.082 1.674 2.309
N -3.395 3.327 0.757
C -2.501 4.250 1.353
C -3.835 3.705 -0.572
H -4.229 1.645 0.514
H -2.289 4.023 2.398
H -2.857 5.274 1.238
H -1.548 4.230 0.823
H -4.740 3.176 -0.870
H -4.332 4.658 -0.392
H -3.142 3.767 -1.411
C -3.394 -1.145 -3.928
O -4.462 -1.724 -4.156
N -3.329 0.163 -3.764
C -2.086 0.866 -3.502
C -4.502 1.066 -3.695
H -2.399 -1.614 -3.897
H -1.240 0.217 -3.276
H -2.261 1.462 -2.607
H -1.930 1.625 -4.268
H -5.395 0.454 -3.822
H -4.676 1.595 -2.758
H -4.394 1.716 -4.563
C -0.110 -4.606 -1.787
C 0.645 -5.745 -1.813
C 1.578 -6.084 -0.693
O 2.312 -7.098 -0.644
C 1.843 -4.917 0.241
C 1.077 -3.812 0.251
C -0.088 -3.561 -0.711
O -0.884 -2.641 -0.766
O 1.309 -2.828 1.153
O 0.530 -6.683 -2.785
H -0.715 -4.398 -2.657
H 2.658 -4.922 0.950
H 0.625 -2.166 1.028
H -0.252 -6.460 -3.294
C 4.555 -1.006 -1.486
C 3.367 -0.711 -2.114
C 2.543 -1.717 -2.857
O 1.528 -1.459 -3.500
C 3.168 -3.066 -2.688
C 4.332 -3.319 -2.024
C 5.169 -2.271 -1.418
O 6.302 -2.430 -0.994
O 4.680 -4.626 -1.892
O 2.887 0.573 -2.066
H 5.026 -0.235 -0.895
H 2.563 -3.882 -3.053
H 5.599 -4.679 -1.620
H 2.108 0.479 -2.619
C 3.281 6.188 2.418
C 3.448 5.265 3.430
C 2.940 3.881 3.345
O 3.174 2.978 4.188
C 2.181 3.601 2.137
C 1.950 4.601 1.229
C 2.445 5.967 1.273
O 2.372 6.879 0.490
O 1.172 4.403 0.155
O 4.189 5.460 4.525
H 3.840 7.108 2.497
H 1.913 2.556 2.192
H 0.647 3.600 0.163
H 4.073 4.693 5.090
*
```

2.
Formula: C12H26FNO3PS
Source: the Open Molecules 2025 dataset
Level of theory: wB97M-V/def2-TZVPD

- LUMO level (eV) = -2.81
- orbital gap (hartree) = 0.3096

The geometry in ORCA input format:
```
! wB97M-V def2-TZVPD RIJCOSX def2/J DEFGRID3
* xyz 1 1
C -5.500 1.064 1.716
C -4.837 0.162 0.721
F -5.240 -1.151 0.860
C -3.335 0.193 0.762
C -2.748 -0.270 -0.578
C -2.083 0.844 -1.351
C -0.637 1.189 -0.925
C -0.091 0.229 0.132
P 1.778 0.386 0.093
S 2.418 2.155 -0.423
C -0.409 -1.187 -0.315
N -1.878 -1.485 -0.393
C -2.160 -2.458 -1.501
O -1.306 -3.521 -1.279
O -0.994 -4.182 -2.489
H -5.432 2.082 1.361
H -6.550 0.810 1.728
H -5.131 0.937 2.724
H -5.170 0.473 -0.266
H -3.037 -0.491 1.552
H -2.982 1.174 1.042
H -3.591 -0.599 -1.164
H -2.126 0.694 -2.417
H -2.695 1.712 -1.164
H -0.536 2.218 -0.635
H -0.003 1.061 -1.789
H -0.436 0.450 1.131
H 2.281 -0.036 1.334
H 2.145 -0.554 -0.891
H 0.076 -1.430 -1.243
H 0.004 -1.876 0.408
H -2.163 -1.952 0.469
H -3.195 -2.767 -1.395
H -1.971 -1.943 -2.434
H -1.733 -4.008 -3.103
C 7.782 1.535 1.893
C 6.647 0.749 1.286
O 6.094 -0.141 1.892
C 6.222 1.121 -0.112
H 7.982 1.168 2.896
H 8.681 1.424 1.286
H 7.517 2.592 1.947
H 7.052 0.992 -0.810
H 5.886 2.158 -0.140
H 5.401 0.477 -0.417
*
```

3.
Formula: C3H14O3S
Source: the Open Molecules 2025 dataset
Level of theory: wB97M-V/def2-TZVPD

- LUMO level (eV) = 0.42
- SMILES = CCCS.O.O.O
- orbital gap (hartree) = 0.3545
- energy above the lowest of the compared OMol25 structures with the same formula, charge and spin (kcal per mole) = 15.7

The geometry in ORCA input format:
```
! wB97M-V def2-TZVPD RIJCOSX def2/J DEFGRID3
* xyz 0 1
C -1.992 1.115 0.061
C -1.206 1.364 1.357
C -0.416 0.123 1.771
S 0.958 0.585 2.875
H -3.024 1.463 0.175
H -1.584 1.647 -0.801
H -2.079 0.035 -0.087
H -1.870 1.657 2.168
H -0.457 2.152 1.213
H -1.053 -0.638 2.208
H 0.010 -0.335 0.878
H 1.158 -0.635 3.386
O 2.057 -2.073 -0.209
H 2.025 -1.274 -0.777
H 1.459 -1.944 0.538
O 0.278 -1.716 -2.965
H 0.392 -2.116 -3.832
H -0.681 -1.608 -2.866
O 2.269 0.563 -1.885
H 1.326 0.425 -2.015
H 2.431 1.212 -1.195
*
```

4.
Formula: C11H6Cl2NO3RuS5
Source: the Open Molecules 2025 dataset
Level of theory: wB97M-V/def2-TZVPD

- LUMO level (alpha / beta) (eV) = -0.14 / -2.25
- orbital gap (alpha / beta) (hartree) = 0.2832 / 0.2362
- <S²> = 0.76
- energy above the lowest of the compared OMol25 structures with the same formula, charge and spin (kcal per mole) = 0.0

The geometry in ORCA input format:
```
! wB97M-V def2-TZVPD RIJCOSX def2/J DEFGRID3
* xyz 0 2
Ru 0.330 -0.328 -0.534
O 4.430 5.090 -0.203
C 3.673 4.169 -0.245
S 2.988 3.532 -1.763
C 2.069 2.247 -1.035
C 2.157 2.102 0.344
S 1.305 0.921 1.203
S 3.180 3.232 1.187
S 1.092 1.237 -1.983
Cl -3.311 4.180 -1.079
C -3.002 2.680 -0.281
C -3.843 2.219 0.717
C -3.540 1.008 1.314
C -2.420 0.310 0.898
N -1.614 0.769 -0.061
C -1.897 1.932 -0.646
H -4.710 2.795 1.011
H -4.167 0.601 2.094
H -2.159 -0.651 1.323
H -1.224 2.277 -1.420
S 3.192 -1.955 -0.970
C 1.854 -1.219 -0.778
Cl -3.883 -2.755 -1.129
C -2.261 -3.186 -1.735
C -1.254 -2.196 -1.206
O -0.682 -1.411 -2.020
O -0.998 -2.132 0.022
H -2.286 -3.155 -2.819
H -2.030 -4.185 -1.377
*
```

5.
Formula: C6H12
Source: the Open Molecules 2025 dataset
Level of theory: wB97M-V/def2-TZVPD

- LUMO level (eV) = 1.00
- orbital gap (hartree) = 0.3271
- energy above the lowest of the compared OMol25 structures with the same formula, charge and spin (kcal per mole) = 92.1

The geometry in ORCA input format:
```
! wB97M-V def2-TZVPD RIJCOSX def2/J DEFGRID3
* xyz 0 1
C 1.838 0.321 -1.309
C 1.522 0.170 0.212
C -0.014 0.113 0.390
C -0.540 1.419 0.561
C -0.674 -0.934 -0.157
C -2.125 -1.127 0.327
H 1.871 1.353 -1.670
H 2.666 -0.265 -1.698
H 0.921 -0.132 -1.684
H 1.905 0.799 1.012
H 1.905 -0.828 0.467
H 0.134 2.246 0.596
H -1.518 1.578 0.129
H -0.131 -1.872 -0.090
H -0.341 0.798 1.610
H -2.885 -0.627 -0.268
H -2.323 -2.193 0.415
H -2.250 -0.711 1.326
*
```

6.
Formula: C3H5MgNaO4
Source: the Open Molecules 2025 dataset
Level of theory: wB97M-V/def2-TZVPD

- LUMO level (alpha / beta) (eV) = -4.69 / -4.70
- orbital gap (alpha / beta) (hartree) = 0.1689 / 0.2579
- <S²> = 0.75
- energy above the lowest of the compared OMol25 structures with the same formula, charge and spin (kcal per mole) = 89.0

The geometry in ORCA input format:
```
! wB97M-V def2-TZVPD RIJCOSX def2/J DEFGRID3
* xyz 1 2
Mg 0.529 -0.974 -3.685
O -0.931 -2.233 -3.160
C -1.942 -2.291 -2.376
H -2.813 -1.657 -2.628
H -2.181 -3.292 -1.971
C -1.463 -0.869 -0.744
O -0.305 -1.653 -0.345
C 0.899 -1.151 -0.377
O 1.410 -0.780 -1.416
O 1.272 -1.100 0.894
Na -1.911 -2.152 1.993
H -1.704 0.101 -0.270
H -1.213 -0.261 -1.626
H 1.917 -1.793 1.090
*
```

7.
Formula: C7H28O9
Source: the Open Molecules 2025 dataset
Level of theory: wB97M-V/def2-TZVPD

- LUMO level (alpha / beta) (eV) = 2.40 / 2.41
- orbital gap (alpha / beta) (hartree) = 0.0676 / 0.3372
- <S²> = 0.75
- energy above the lowest of the compared OMol25 structures with the same formula, charge and spin (kcal per mole) = 0.0

The geometry in ORCA input format:
```
! wB97M-V def2-TZVPD RIJCOSX def2/J DEFGRID3
* xyz -1 2
C 0.667 -1.462 0.764
O 1.978 -1.102 0.204
C -0.191 -0.226 0.736
C -1.017 0.075 2.006
C -0.185 0.657 3.101
C -0.063 0.100 4.311
C 1.678 2.350 3.183
C 0.483 1.943 2.783
H 0.350 -2.268 0.102
H 0.842 -1.958 1.721
H 2.580 -0.885 0.926
H 0.502 0.589 0.565
H -0.901 -0.171 -0.092
H -1.846 0.731 1.712
H -1.509 -0.848 2.324
H -0.489 -0.869 4.538
H 0.688 0.486 4.992
H 2.006 3.334 2.864
H 2.356 1.840 3.854
H -0.123 2.569 2.131
H 2.184 -2.435 -1.023
H 3.132 -3.488 -1.634
O 2.199 -3.251 -1.567
H -1.028 -2.333 -3.110
H -2.533 -2.083 -3.093
O -1.806 -2.383 -2.537
H 4.201 -2.165 0.436
H 3.914 -3.255 1.447
O 4.178 -2.323 1.388
H 1.528 0.253 -1.443
H 0.297 0.251 -2.410
O 0.935 0.819 -1.960
H 0.718 3.873 -2.655
H 0.902 2.667 -1.801
O 0.854 3.640 -1.727
H -4.369 -1.533 -1.696
H -3.836 -0.117 -2.006
O -4.609 -0.601 -1.680
H -2.349 0.862 -2.530
H -2.425 1.100 -3.962
O -1.981 0.488 -3.353
H -1.881 2.135 -0.674
H -3.194 2.948 -1.020
O -2.666 2.167 -1.231
*
```

8.
Formula: C6H11NO
Source: the Open Molecules 2025 dataset
Level of theory: wB97M-V/def2-TZVPD

- LUMO level (eV) = 0.94
- SMILES = NCC/C=C/C=C/O
- orbital gap (hartree) = 0.3425
- energy above the lowest of the compared OMol25 structures with the same formula, charge and spin (kcal per mole) = 65.0

The geometry in ORCA input format:
```
! wB97M-V def2-TZVPD RIJCOSX def2/J DEFGRID3
* xyz 0 1
N -3.294 1.048 0.476
C -2.395 0.432 -0.541
C -1.574 -0.671 0.195
C -0.183 -0.298 0.672
C 0.873 -0.239 -0.132
C 2.275 -0.406 0.305
C 3.357 -0.002 -0.366
O 4.561 -0.565 -0.020
H -2.746 1.752 0.942
H -4.147 1.417 0.067
H -1.705 1.138 -1.018
H -2.914 0.203 -1.476
H -2.192 -0.930 1.050
H -1.510 -1.534 -0.471
H -0.108 -0.314 1.753
H 0.795 -0.299 -1.212
H 2.341 -1.147 1.103
H 3.254 0.388 -1.368
H 5.313 0.027 0.042
*
```

The records above give, respectively, energy values of -107454.784; -43329.930; -20315.553; -100941.794; -6412.947; -21233.755; -26139.079; -9935.638 eV.